No. 1
86
Properties=species:S:1:pos:R:3:mulliken_charge:R:1 method="wB97M-V/def2-TZVPD" fmax_ha_per_bohr=0.0991 orbital_gap_ha=0.3220 e_homo_ha=-0.337
H 0.184 5.112 -5.498 0.390
C 0.784 -5.321 2.292 -0.311
O -1.069 -2.928 4.247 -0.761
C -4.157 -1.355 -2.227 -0.165
H -0.930 -4.689 3.431 0.506
N -0.681 3.294 -5.116 -0.524
H 1.998 -1.271 3.641 0.181
H -1.838 6.453 -4.920 0.379
C -1.999 -0.429 3.873 0.829
H -2.101 -6.872 3.074 0.413
H 7.849 1.197 -2.701 0.375
H -1.723 1.582 -4.683 0.474
N 1.929 3.712 0.964 -0.347
H 0.007 -0.664 3.171 0.086
H 4.266 1.708 -0.794 0.779
C 2.622 -0.390 3.888 -1.052
N -2.826 -1.232 -2.190 -0.204
H -2.723 -0.141 5.955 0.356
C 1.035 1.524 3.391 -0.077
H 2.994 0.734 -2.704 0.447
C 0.832 3.386 0.273 -0.387
N 1.414 -6.256 1.571 -0.569
C -0.732 4.629 -5.176 -0.229
C -4.854 -1.868 -3.308 -0.645
C -1.118 -6.699 2.654 -0.572
O -1.651 -2.399 1.870 -0.246
H 3.877 4.340 0.845 0.365
C 3.002 4.085 0.258 -0.328
H -4.679 -1.019 -1.337 0.409
C 0.770 -7.415 1.395 -0.295
H 3.923 4.460 -1.647 0.407
H -1.074 -1.525 -3.213 0.450
H 1.328 -4.391 2.417 0.446
C 4.783 0.395 -3.856 -0.386
H 3.120 -0.055 2.958 0.266
H -2.156 -2.465 -5.253 0.391
C 4.072 0.819 -2.745 -0.375
H -0.023 3.090 0.874 0.473
C -4.134 -2.277 -4.419 -0.131
H 1.449 1.249 2.400 0.108
C 1.878 3.804 -1.820 -0.100
C -0.786 0.105 3.025 -0.092
H -5.933 -1.946 -3.282 0.385
C -0.488 -7.685 1.909 -0.307
H 2.476 1.392 5.110 0.426
H 1.857 3.838 -2.903 0.488
H -0.160 3.135 -1.617 0.505
H 1.050 0.226 5.215 0.100
H -3.034 -1.026 1.059 0.235
N -3.419 1.428 3.994 0.082
H 4.268 -0.032 -4.708 0.369
H -1.664 -1.462 0.041 0.286
C -2.152 -1.634 -3.272 -0.273
H -3.898 5.242 -4.198 0.377
C 6.772 1.077 -2.745 -0.220
C 0.755 3.413 -1.110 -0.493
H -0.154 0.102 0.970 0.347
C -0.471 -5.489 2.853 -0.028
H 1.304 -8.155 0.808 0.356
N 6.108 1.495 -1.663 -0.533
H -0.961 -8.641 1.731 0.364
C -2.753 -2.158 -4.405 -0.584
O -3.269 2.231 3.158 -0.237
H 6.752 0.207 -4.709 0.359
C -2.970 3.313 -4.388 -0.339
H 3.427 -0.757 4.557 0.390
H -3.841 2.750 -4.079 0.394
O -0.386 1.388 3.406 -0.408
C -2.998 4.697 -4.456 -0.297
C -1.946 -1.227 1.084 -0.309
S -2.113 -2.236 3.435 1.373
C -1.135 0.040 1.486 -0.596
O -3.247 0.154 3.478 -0.123
H 1.238 2.602 3.539 0.369
C 1.765 0.758 4.558 -0.298
C -1.856 5.373 -4.857 -0.349
C -1.772 -0.228 5.394 -1.482
C 4.778 1.360 -1.682 -0.483
H -4.642 -2.683 -5.285 0.376
C 6.163 0.526 -3.860 -0.335
C -1.793 2.664 -4.725 -0.272
H -1.213 -1.059 5.861 0.380
H -1.207 0.698 5.611 0.378
O -3.432 -2.811 3.747 -0.728
C 3.027 4.150 -1.126 -0.569
H -1.695 0.952 1.211 0.193

=====

No. 2
8
Properties=species:S:1:pos:R:3:mulliken_spin:R:1 method="wB97M-V/def2-TZVPD" fmax_ha_per_bohr=0.1040 multiplicity=3 s_squared=2.01 orbital_gap_ha="0.2310 / 0.3016" e_homo_ha="-0.205 / -0.371" de_lowest_kj_mol=113.2
S -1.317 1.269 -0.873 1.032
S -1.064 -0.544 -1.698 0.961
C 0.091 0.291 -0.521 0.003
C 0.277 -0.302 0.816 0.022
H 0.049 0.219 1.750 0.004
H -0.405 -1.063 0.810 -0.010
H 1.056 0.944 -1.038 -0.014
H 1.315 -0.814 0.753 0.001

=====

No. 3
20
Properties=species:S:1:pos:R:3:mulliken_charge:R:1 method="wB97M-V/def2-TZVPD" fmax_ha_per_bohr=0.0859 orbital_gap_ha=0.3509 total_charge=+1 e_homo_ha=-0.463 de_lowest_kj_mol=406.5
N -0.037 1.746 -0.501 -0.295
H 1.442 -2.335 0.108 0.222
H -0.554 2.448 0.069 0.339
H 1.592 0.981 0.564 0.528
H 2.061 -1.337 -1.620 0.365
H 0.455 0.202 2.509 0.353
H -1.388 -0.334 -2.066 0.464
C 0.650 -0.623 -0.391 0.142
H -0.797 1.163 -0.883 0.255
H -2.211 -0.373 -0.371 0.463
H 0.005 -1.777 1.073 0.288
C -0.206 0.614 1.716 -1.393
C -1.430 -0.648 -1.023 -1.463
H -1.313 -1.720 -0.945 0.440
C 0.595 0.631 0.425 0.166
H -1.090 -0.072 1.566 0.368
H -0.731 1.541 1.899 0.373
O 1.485 -0.607 -1.461 -0.471
H 0.565 2.099 -1.243 0.356
N 0.904 -1.598 0.577 -0.499

=====

No. 4
33
Properties=species:S:1:pos:R:3:mulliken_spin:R:1 method="wB97M-V/def2-TZVPD" fmax_ha_per_bohr=0.0233 multiplicity=5 s_squared=6.09 orbital_gap_ha="0.2292 / 0.1776" total_charge=-1 e_homo_ha="-0.172 / -0.171"
H -0.100 -0.297 4.630 -0.001
Sb 2.935 2.353 0.218 -0.072
Se 4.669 3.643 -0.762 -0.031
C -0.855 1.200 1.832 -0.006
H -0.784 -0.867 1.874 0.000
Rh 1.398 0.680 -0.984 1.475
N 0.153 1.687 3.983 0.000
H 1.317 -1.224 2.723 0.002
C -2.834 -2.095 -2.480 0.021
C 0.967 -0.193 2.714 -0.006
Se 2.303 3.365 2.374 -0.030
O -0.936 -3.529 -3.016 0.149
O -3.765 -2.687 -2.960 0.107
C -1.504 -0.333 -1.472 0.170
O 0.652 -1.260 -1.930 0.217
N -0.158 -0.077 1.801 0.016
C 0.666 0.295 4.122 -0.003
H -1.844 1.073 3.780 0.000
Se 3.416 -0.091 0.153 0.200
C -0.573 -1.356 -1.994 0.191
C -2.911 -0.808 -1.667 -0.111
H 0.899 2.251 3.387 -0.002
H 1.797 0.398 2.332 0.003
O -3.916 -0.299 -1.226 0.150
C -1.364 -2.487 -2.580 -0.097
C -1.137 1.707 3.239 -0.002
Se 1.376 2.257 -2.688 1.411
O -1.145 0.712 -0.937 0.241
H 1.568 0.332 4.732 0.001
H 0.075 2.153 4.882 0.000
H -1.777 1.127 1.261 0.004
H -0.234 1.947 1.331 0.003
H -1.502 2.733 3.226 0.000